(1)
23
Properties=species:S:1:pos:R:3:forces:R:3:lowdin_spin:R:1 method="wB97M-V/def2-TZVPD" s2=2.01 spin_multiplicity=3 relative_energy_kcal_mol=15.15 molar_mass_g_mol=165.2 orbital_gap_ev="5.52 / 7.06"
C -2.183853 0.178099 2.494871 -0.270 6.842 3.934 0.333
C -1.526382 -0.698550 1.717866 4.213 -2.801 -3.200 0.530
C -0.285247 1.143064 2.105776 2.267 1.928 -0.083 0.548
C 0.772089 -0.753658 0.858856 0.083 0.840 0.740 0.024
C -0.098936 0.251594 -2.579985 0.386 -1.101 -1.189 0.001
C -1.111317 0.339536 -1.530842 -2.275 1.391 2.723 0.006
C 0.330516 0.573810 -1.186361 0.059 2.028 1.858 0.008
C 2.389068 -0.748366 -0.877385 -2.212 -2.635 -2.444 0.002
N -1.418332 1.323499 2.764777 -5.559 -3.043 0.473 0.150
N -0.276425 -0.091044 1.478764 -0.971 -1.787 -1.143 0.277
N 1.050656 -0.367758 -0.369488 0.998 -0.160 -3.273 0.004
O 1.450977 -1.540646 1.449403 0.798 -1.718 1.129 0.020
H -3.169795 0.085889 2.880974 -0.501 0.037 0.315 0.010
H -1.660046 -1.561323 1.097548 -0.964 -0.328 0.310 0.031
H 0.586503 1.713189 2.415443 0.164 -0.522 -0.265 0.042
H 0.131972 -0.758476 -2.967049 -0.032 0.603 0.462 0.000
H -0.100815 0.984677 -3.379155 0.182 0.131 0.268 0.000
H -1.634980 1.320367 -1.345496 0.289 -1.095 -0.881 0.001
H -1.723344 -0.432623 -0.986215 1.115 0.264 -1.213 0.006
H 0.515362 1.677895 -0.856929 -0.045 -1.970 -1.017 0.007
H 2.324552 -0.894181 -2.018622 0.128 0.925 1.605 0.000
H 2.984376 0.045455 -0.579758 2.048 0.957 0.308 0.000
H 2.653400 -1.790451 -0.586992 0.099 1.217 0.583 0.000

---

(2)
13
Properties=species:S:1:pos:R:3:forces:R:3:nbo_charge:R:1 method="wB97M-V/def2-TZVPD" relative_energy_kcal_mol=60.64 molar_mass_g_mol=106.2 orbital_gap_ev=9.46
C 1.673088 0.613185 0.148125 1.819 -0.903 0.620 0.059
C 0.371535 0.176655 -0.368996 0.317 1.010 0.886 -0.369
C -0.644028 1.125214 0.063585 -3.836 3.313 4.110 -0.471
C -0.294936 -1.035753 0.168856 -1.289 -0.048 3.417 -0.457
H 1.771804 0.673881 1.326972 -0.590 0.629 -2.547 0.194
H 1.921261 1.556803 -0.494954 0.551 -1.633 1.582 0.189
H 0.261714 0.227424 -1.405490 0.710 -0.583 -2.068 0.230
H -1.096835 2.105206 -0.353901 1.624 -1.639 -0.090 0.246
H -0.390380 1.426082 1.237353 -1.006 -0.865 -2.616 0.188
H -0.025992 -1.991953 -0.237876 -0.300 -0.396 -0.182 0.234
H -0.352106 -1.034315 1.365388 1.136 -0.328 -2.532 0.215
F 2.501586 -0.546687 -0.087933 0.421 1.321 -0.328 -0.396
S -1.952356 -0.207422 -0.044720 0.443 0.122 -0.252 0.139

---

(3)
67
Properties=species:S:1:pos:R:3:forces:R:3:nbo_charge:R:1 method="wB97M-V/def2-TZVPD" smiles="CC(=O)Nc1ccc(S(=O)(=O)N2CCC(NC(=O)[C@H](Cc3ccc(C)cc3)NC(C)=O)CC2)cc1" relative_energy_kcal_mol=0.00 molar_mass_g_mol=500.6 orbital_gap_ev=9.09
C -8.370731 -0.896751 0.642627 -0.122 0.213 -0.073 -0.715
C -7.228542 0.062525 0.384597 -0.254 -0.390 0.104 0.687
O -7.383815 1.196901 0.003227 -0.029 0.265 -0.084 -0.589
N -6.008913 -0.512533 0.633555 0.178 -0.392 0.141 -0.630
C -4.735409 0.039198 0.517052 0.343 0.188 -0.053 0.266
C -3.643774 -0.783716 0.804916 -0.053 0.130 -0.042 -0.264
C -2.354722 -0.299315 0.707420 0.041 -0.077 0.084 -0.196
C -2.157399 1.014364 0.320084 0.609 0.133 0.000 -0.296
C -3.226353 1.842648 0.034048 0.028 -0.020 0.008 -0.166
C -4.518717 1.363271 0.131790 -0.082 0.143 -0.039 -0.285
H -5.360613 1.998444 -0.086471 0.021 0.015 0.004 0.263
H -3.029930 2.862611 -0.254188 -0.088 0.166 -0.064 0.237
S -0.506025 1.652084 0.137199 -0.416 0.041 -0.585 2.319
O 0.402331 0.749145 0.808889 -0.450 -0.126 0.070 -0.968
O -0.437846 3.032095 0.516649 -0.144 0.172 -0.038 -0.939
N -0.334686 1.604843 -1.523865 -0.178 0.065 1.146 -0.691
C -0.445992 0.294865 -2.144728 -0.365 -0.574 -0.346 -0.237
C 0.750532 -0.020415 -3.045853 0.150 0.083 0.284 -0.416
C 2.046624 0.400998 -2.339607 0.197 -0.215 -0.346 -0.055
N 2.138630 -0.268809 -1.058934 -0.195 0.096 -0.172 -0.658
C 2.461466 -1.560043 -0.912336 -0.357 0.266 0.455 0.682
O 2.884252 -2.284500 -1.795195 0.187 -0.264 -0.306 -0.659
C 2.261356 -2.054884 0.529180 0.008 -0.189 -0.039 -0.143
N 1.932352 -3.462093 0.505910 0.438 0.256 0.089 -0.608
C 0.643251 -3.871981 0.454977 0.143 -0.544 0.044 0.695
O -0.299397 -3.126131 0.640564 -0.342 0.247 -0.029 -0.651
C 0.490572 -5.355565 0.193666 -0.213 0.142 0.009 -0.711
H 1.115004 -5.927199 0.875792 0.064 -0.069 0.019 0.226
H -0.548825 -5.642659 0.322928 -0.003 0.023 0.004 0.235
H 0.795885 -5.574369 -0.827695 0.045 -0.054 -0.080 0.233
H 2.645365 -4.066984 0.125128 -0.146 -0.035 -0.024 0.404
H 1.407558 -1.533983 0.973356 0.155 -0.085 -0.055 0.250
C 3.525132 -1.771196 1.360858 -0.233 0.081 -0.074 -0.408
C 3.678680 -0.282727 1.495458 0.297 -0.015 0.186 -0.039
C 2.895938 0.417978 2.405763 0.197 -0.027 -0.036 -0.186
C 2.913038 1.797409 2.433967 0.082 0.013 -0.054 -0.200
C 3.712502 2.517457 1.553549 0.004 -0.005 0.022 -0.037
C 4.526698 1.815688 0.675512 0.024 -0.006 0.018 -0.181
C 4.509159 0.431727 0.644559 0.058 0.004 0.176 -0.210
H 5.132057 -0.095968 -0.063790 0.049 -0.083 -0.096 0.210
H 5.170646 2.355411 -0.005538 0.050 0.074 -0.058 0.200
C 3.664354 4.015244 1.551357 -0.009 -0.013 0.038 -0.630
H 4.334130 4.429115 0.801057 0.025 0.071 -0.029 0.210
H 2.648718 4.349493 1.340539 -0.036 0.111 -0.020 0.226
H 3.948436 4.408832 2.526563 0.016 0.099 0.029 0.219
H 2.279092 2.328104 3.128363 -0.105 0.067 0.085 0.213
H 2.249851 -0.122931 3.080764 -0.130 -0.088 0.077 0.211
H 4.391716 -2.209186 0.860653 0.032 -0.041 0.043 0.213
H 3.408993 -2.238331 2.341127 0.002 -0.038 -0.049 0.222
H 1.673255 0.186432 -0.278097 0.201 -0.160 -0.038 0.444
C 2.060835 1.921748 -2.119275 -0.208 -0.015 -0.030 -0.428
C 0.635675 2.500013 -2.111275 0.448 0.527 0.020 -0.234
H 0.596277 3.417804 -1.524526 0.069 0.096 -0.264 0.244
H 0.304687 2.724064 -3.130156 -0.023 0.020 0.108 0.198
H 2.633971 2.411406 -2.907171 0.047 0.029 0.022 0.219
H 2.550798 2.126680 -1.166061 0.064 0.072 -0.031 0.228
H 2.907052 0.079888 -2.936960 -0.137 0.099 0.074 0.228
H 0.667557 0.507011 -3.996522 -0.014 -0.013 -0.083 0.204
H 0.778707 -1.091358 -3.246417 -0.036 0.014 -0.061 0.239
H -0.516625 -0.451941 -1.350316 -0.005 -0.136 -0.192 0.220
H -1.376770 0.259395 -2.725917 0.090 -0.109 0.101 0.203
H -1.512543 -0.936795 0.928431 0.103 -0.145 0.015 0.268
H -3.803151 -1.809480 1.103369 -0.011 -0.130 0.034 0.214
H -6.018122 -1.476138 0.940333 -0.099 0.196 -0.066 0.397
H -8.363656 -1.219077 1.681763 -0.005 -0.069 0.076 0.229
H -8.279790 -1.771711 0.002320 0.001 -0.100 -0.021 0.228
H -9.310761 -0.396117 0.431002 0.025 0.015 -0.004 0.245